(A)
{
  "formula": "C3H6N2O",
  "method": "wB97M-V/def2-TZVPD",
  "mol_weight_g_mol": 86.1,
  "smiles": "N=C=NC=O.C",
  "multiplicity": 1,
  "gap_ev": 11.1,
  "species": ["C", "N", "C", "N", "C", "O", "H", "H", "H", "H", "H", "H"],
  "coordinates": [[2.27345, -0.39091, 0.06199], [-1.04420, 0.56579, 0.37772], [-1.23293, -0.54234, -0.11957], [-1.39758, -1.69168, -0.46588], [-1.96876, 1.62413, 0.39679], [-1.64129, 2.76281, 0.57321], [2.25408, -1.45522, 0.31088], [3.27144, 0.00987, 0.25495], [2.03296, -0.25507, -0.99631], [1.54104, 0.14416, 0.66938], [-1.06580, -2.08707, -1.33083], [-3.02240, 1.31552, 0.26767]]
}

(B)
{
  "formula": "C3H6N2O",
  "method": "wB97M-V/def2-TZVPD",
  "mol_weight_g_mol": 86.1,
  "smiles": "[H]/N=C1\\NCCO1",
  "multiplicity": 1,
  "gap_ev": 9.8,
  "species": ["C", "C", "C", "H", "H", "H", "H", "H", "H", "N", "N", "O"],
  "coordinates": [[1.18734, -0.23522, -0.01106], [-1.03415, 0.55776, -0.01241], [-0.97741, -0.98396, 0.00412], [2.88249, 0.57158, -0.00188], [0.72760, 1.81556, 0.04767], [-1.53722, 0.95244, -0.90569], [-1.55929, 0.95668, 0.86829], [-1.46721, -1.42785, -0.87121], [-1.44253, -1.39471, 0.90381], [2.44906, -0.34954, -0.00234], [0.37237, 0.87794, -0.00891], [0.39893, -1.34066, -0.01038]]
}

Going by the computed energies, the most stable comes first: (B), (A).

(A)
{
  "formula": "C8H9N3",
  "method": "wB97M-V/def2-TZVPD",
  "mol_weight_g_mol": 147.2,
  "smiles": "Cc1cn2nccc2nc1C",
  "multiplicity": 1,
  "gap_ev": 8.6,
  "species": ["C", "C", "C", "C", "C", "C", "C", "C", "H", "H", "H", "H", "H", "H", "H", "H", "H", "N", "N", "N"],
  "coordinates": [[-2.14513, -1.45080, 0.20496], [-0.90752, -0.66754, -0.09445], [0.30180, -1.32325, -0.17316], [3.44836, -0.07343, -0.12640], [2.87441, 1.07242, 0.24215], [1.49949, 0.77796, 0.12357], [-0.80287, 0.74093, -0.15579], [-2.21132, 1.51272, -0.23371], [-2.22159, -2.37020, -0.32009], [-1.99792, -1.64186, 1.32388], [-2.95292, -0.77358, -0.01148], [0.23106, -2.36294, 0.11213], [4.55985, -0.33452, -0.16146], [3.27164, 2.01262, 0.33877], [-2.78911, 1.09956, 0.64384], [-1.85527, 2.55678, -0.23332], [-2.72072, 1.50262, -1.15406], [1.43370, -0.57810, -0.15560], [2.64023, -1.12042, -0.23730], [0.34385, 1.42100, 0.06753]]
}

(B)
{
  "formula": "C8H9N3",
  "method": "wB97M-V/def2-TZVPD",
  "mol_weight_g_mol": 147.2,
  "multiplicity": 1,
  "gap_ev": [7.7, 7.8],
  "species": ["C", "C", "C", "C", "C", "C", "C", "C", "N", "N", "N", "H", "H", "H", "H", "H", "H", "H", "H", "H"],
  "coordinates": [[1.72710, -2.05756, -0.11116], [0.44409, -1.50077, -0.00572], [2.78418, -1.19273, 0.03689], [0.29289, -0.08513, 0.03656], [1.49560, 0.73443, 0.13035], [-1.02276, 0.67662, -0.05782], [-1.63366, 0.96975, 1.28652], [-1.88049, 0.34578, -1.27967], [2.68610, 0.13713, 0.09442], [1.36499, 2.09660, 0.01557], [0.25243, 2.51784, -0.18897], [1.80749, -3.12635, -0.03112], [-0.43069, -2.08553, -0.21593], [3.83495, -1.52399, 0.13385], [-2.48308, 1.62782, 1.13168], [-0.85746, 1.39865, 1.87116], [-1.98291, 0.11774, 1.92299], [-2.04165, 1.31519, -1.77365], [-2.97118, -0.00444, -1.01776], [-1.38595, -0.36104, -1.97818]]
}

Going by the computed energies, the most stable comes first: (A), (B).

(A)
{
  "formula": "C6H12N2O",
  "method": "wB97M-V/def2-TZVPD",
  "mol_weight_g_mol": 128.2,
  "smiles": "C=N[C@H](CC)NC(C)=O",
  "multiplicity": 1,
  "gap_ev": 9.8,
  "species": ["C", "C", "C", "C", "O", "H", "H", "H", "H", "H", "H", "H", "H", "C", "C", "N", "N", "H", "H", "H", "H"],
  "coordinates": [[0.10075, 1.20546, -0.34477], [0.96546, -0.15597, 2.33648], [1.25386, 0.75913, -1.22943], [0.76889, -1.01358, 1.11312], [1.54411, -1.89404, 0.78604], [0.43165, 1.81838, 0.49472], [-0.54040, 1.86954, -0.93299], [0.59741, -0.72463, 3.20956], [0.43678, 0.77778, 2.30138], [2.03076, 0.03842, 2.46738], [1.71756, 1.62582, -1.70883], [2.05259, 0.27355, -0.65886], [0.92020, 0.05963, -2.00631], [-1.16939, 0.10482, 0.17113], [-2.07615, -0.64347, -1.89464], [-2.15372, 0.00807, -0.82478], [-0.55510, -1.09643, 0.57995], [-0.60920, -1.84212, -0.10261], [-1.58555, 0.65973, 1.01598], [-1.19641, -1.19359, -2.22211], [-2.93411, -0.63650, -2.55044]]
}

(B)
{
  "formula": "C6H12N2O",
  "method": "wB97M-V/def2-TZVPD",
  "mol_weight_g_mol": 128.2,
  "smiles": "C[C@H](C#N)[C@@H](C)O.C=N",
  "multiplicity": 1,
  "gap_ev": 9.8,
  "species": ["C", "C", "C", "C", "O", "H", "H", "H", "H", "H", "H", "H", "H", "C", "N", "C", "N", "H", "H", "H", "H"],
  "coordinates": [[0.55237, -1.70500, -0.24225], [0.20482, -1.97912, 1.21850], [0.48304, -0.19284, -0.61500], [1.39718, 0.68983, 0.16185], [-0.23980, -2.47343, -1.11914], [-1.17043, -2.25677, -0.95981], [1.57981, -2.02341, -0.44337], [0.68674, -0.11051, -1.68778], [0.23489, -3.05354, 1.39349], [0.92382, -1.51174, 1.88856], [-0.79158, -1.60569, 1.45272], [2.40610, 0.69144, -0.22993], [1.36621, 0.54054, 1.23621], [-1.23825, 2.43381, -0.59237], [-0.29803, 2.84182, 0.19968], [-1.01388, 0.16906, -0.50173], [-2.11840, -0.17883, -0.43826], [-0.61986, 2.98521, 1.15658], [0.95280, 1.83241, 0.11310], [-1.00359, 2.42972, -1.65277], [-2.29398, 2.47703, -0.33830]]
}

(C)
{
  "formula": "C6H12N2O",
  "method": "wB97M-V/def2-TZVPD",
  "mol_weight_g_mol": 128.2,
  "multiplicity": 1,
  "gap_ev": 9.0,
  "species": ["C", "C", "C", "C", "C", "C", "H", "H", "H", "H", "H", "H", "H", "H", "H", "H", "H", "H", "N", "N", "O"],
  "coordinates": [[-0.80562, 0.28587, -0.60771], [-0.94119, -0.68846, -1.82058], [-1.36911, -1.12232, -0.38028], [0.66381, 0.76172, -0.02123], [1.47451, 0.10559, 1.99455], [1.63317, -0.36215, 0.34436], [-1.37038, 2.26334, -0.94433], [-2.63521, 1.41157, 0.49181], [-1.89848, -0.50304, -2.25016], [-0.10684, -1.21072, -2.30655], [-0.70478, -1.97304, -0.12617], [-2.58278, -1.30023, -0.33364], [0.97910, 1.42452, -0.77633], [0.26488, 1.83411, 1.82592], [2.61499, 0.36567, 2.36446], [0.71690, -0.25841, 2.89170], [2.69873, -0.13756, 0.24085], [0.85156, -1.76982, -1.36549], [-1.75080, 1.39491, -0.48570], [1.04103, 1.32200, 1.27875], [1.22653, -1.84356, -0.01423]]
}

(D)
{
  "formula": "C6H12N2O",
  "method": "wB97M-V/def2-TZVPD",
  "mol_weight_g_mol": 128.2,
  "smiles": "Cc1c[nH]cn1.CCO",
  "multiplicity": 1,
  "gap_ev": 9.7,
  "species": ["C", "C", "O", "H", "H", "H", "H", "H", "H", "C", "C", "C", "C", "N", "N", "H", "H", "H", "H", "H", "H"],
  "coordinates": [[1.24840, 1.53410, 1.56813], [2.51707, 2.10101, 0.94621], [1.34191, 0.13789, 1.85179], [1.01845, 1.97146, 2.52813], [0.40859, 1.73511, 0.89674], [2.47176, 2.07681, -0.13799], [1.10387, -0.40090, 1.07309], [3.39502, 1.55160, 1.28953], [2.61141, 3.15379, 1.22683], [-2.26544, -1.51120, 0.70592], [0.22266, -0.74882, -1.69201], [-1.51089, -1.25285, -0.55184], [-1.92473, -1.19397, -1.84481], [-0.16735, -0.96412, -0.47006], [-0.79138, -0.90806, -2.57330], [1.23055, -0.55554, -2.03158], [-0.73161, -0.56764, -3.51732], [-2.82340, -1.43103, -2.40039], [-3.34208, -1.41228, 0.58261], [-1.94563, -0.79956, 1.46239], [-2.06719, -2.51582, 1.08791]]
}

Going by the computed energies, the most stable comes first: (D), (A), (B), (C).

(A)
{
  "formula": "C6H12N2O",
  "method": "wB97M-V/def2-TZVPD",
  "mol_weight_g_mol": 128.2,
  "smiles": "OCN1C2CCN1CC2",
  "multiplicity": 1,
  "gap_ev": 10.0,
  "species": ["C", "C", "C", "C", "C", "C", "N", "N", "O", "H", "H", "H", "H", "H", "H", "H", "H", "H", "H", "H", "H"],
  "coordinates": [[1.06093, -1.42320, 0.67542], [0.63312, 1.16524, 0.67860], [1.12574, -1.07601, -0.86265], [0.47741, 1.22981, -0.85985], [0.02385, -0.25786, 0.99629], [-2.15237, 0.29265, -0.08876], [-0.02578, -0.18059, -1.17819], [-0.87757, -0.50516, -0.07433], [-3.28171, -0.51273, -0.11720], [0.61954, -2.42211, 0.78682], [2.04621, -1.45097, 1.21076], [1.54537, 1.44623, 1.13297], [-0.00735, 2.05693, 1.15963], [1.92668, -0.38517, -1.04920], [1.13614, -1.89069, -1.53808], [-0.30807, 1.89324, -1.11379], [1.41003, 1.32070, -1.43335], [-0.55281, -0.48705, 1.97824], [-2.26312, 0.96770, -0.94003], [-2.15628, 0.84838, 0.85611], [-2.99609, -1.32715, -0.52781]]
}

(B)
{
  "formula": "C6H12N2O",
  "method": "wB97M-V/def2-TZVPD",
  "mol_weight_g_mol": 128.2,
  "smiles": "CCC(=O)NC.C=C=N",
  "multiplicity": 1,
  "gap_ev": 9.2,
  "species": ["C", "C", "C", "C", "N", "C", "C", "N", "O", "H", "H", "H", "H", "H", "H", "H", "H", "H", "H", "H", "H"],
  "coordinates": [[1.10737, 0.92954, -1.48952], [0.54067, -0.90834, 1.32854], [-2.36266, 0.32340, -0.80965], [1.80098, -1.70987, 1.02301], [-1.21604, 0.29411, 0.08519], [0.42252, 1.70916, -0.65694], [-0.38454, -0.87464, 0.12806], [0.42966, 2.58406, 0.22009], [-0.53640, -1.78437, -0.65942], [-1.33630, 0.79576, 0.95186], [-0.34829, 3.22580, 0.31416], [0.61848, 0.15613, -2.05562], [2.07306, 1.24319, -1.84104], [-0.01482, -1.37534, 2.14906], [0.79909, 0.10850, 1.62853], [-3.26603, -0.00297, -0.29388], [-2.15183, -0.33542, -1.64929], [-2.51225, 1.33173, -1.19704], [1.53587, -2.69693, 0.64865], [2.38671, -1.20027, 0.25942], [2.41474, -1.81323, 1.91582]]
}

Going by the computed energies, the most stable comes first: (B), (A).